Molecular formula: C5H10Cl10F24P4V
Method: DFT, ωB97M-V/def2-TZVPD

Structure (XYZ):
```
54
Properties=species:S:1:pos:R:3:mulliken_charge:R:1
V -23.48 3.88 -28.18 1.961
Cl -21.21 12.61 -20.14 -0.174
Cl -13.22 9.62 -26.87 -0.147
Cl -15.96 6.10 -21.73 -0.145
Cl -23.08 13.83 -27.12 -0.144
Cl -14.92 7.72 -28.09 -0.149
Cl -27.17 12.48 -21.77 -0.174
Cl -25.96 13.72 -27.82 -0.162
Cl -28.28 10.10 -23.12 -0.138
Cl -19.35 10.81 -18.99 -0.140
Cl -15.05 3.39 -22.63 -0.158
P -20.21 1.28 -30.83 1.134
P -26.79 0.57 -26.89 1.075
P -25.65 7.01 -32.01 1.137
P -21.75 7.12 -25.01 1.099
F -25.38 5.39 -32.30 -0.377
F -22.60 8.37 -24.33 -0.355
F -23.04 6.14 -25.15 -0.353
F -26.10 8.49 -31.73 -0.325
F -18.84 2.03 -30.32 -0.338
F -25.65 6.48 -30.45 -0.383
F -24.03 7.29 -31.97 -0.341
F -27.53 0.56 -25.36 -0.394
F -21.56 0.48 -31.38 -0.353
F -28.17 0.13 -27.45 -0.313
F -25.33 0.92 -26.27 -0.352
F -27.03 2.20 -27.05 -0.355
F -25.78 7.26 -33.62 -0.358
F -27.20 6.66 -32.02 -0.348
F -21.17 5.78 -25.81 -0.392
F -22.01 7.58 -26.50 -0.318
F -20.90 1.31 -29.38 -0.355
F -19.60 1.11 -32.40 -0.384
F -26.04 0.52 -28.27 -0.301
F -26.61 -1.00 -26.57 -0.346
F -19.60 -0.20 -30.54 -0.353
F -21.37 6.52 -23.55 -0.335
F -20.92 2.71 -31.17 -0.343
F -20.41 8.00 -25.04 -0.338
C -26.88 10.85 -22.50 -0.190
C -20.29 11.08 -20.39 -0.185
C -24.28 13.19 -28.20 -0.217
C -16.36 4.56 -22.51 -0.231
C -14.67 8.71 -26.66 -0.162
H -17.11 3.99 -21.97 0.273
H -16.67 4.79 -23.53 0.262
H -26.35 10.23 -21.77 0.280
H -26.34 10.99 -23.44 0.222
H -14.45 7.92 -25.94 0.167
H -24.24 12.10 -28.15 0.271
H -19.63 11.11 -21.26 0.274
H -21.12 10.39 -20.48 0.226
H -15.57 9.25 -26.40 0.291
H -24.01 13.61 -29.17 0.253
```

Results
HOMO energy (spin up / spin down) in eV: -7.85 / -7.85
Maximum force in eV/Å: 4.1
Multiplicity: 4
DFT total energy in a.u.: -9505.3472
Total charge: -2
<S²>: 3.751